# 1
Formula: C18H31Cl2CrN2O4
Source: the OMol25 dataset
Level of theory: ωB97M-V with the def2-TZVPD basis set

Computed properties:
frontier orbital gap (alpha / beta): 5.730 / 5.630 eV
E_HOMO (alpha / beta): -0.20485 / -0.20131 hartree
<S²>: 3.939

Structure (ORCA input):
```
! wB97M-V def2-TZVPD RIJCOSX def2/J DEFGRID3
* xyz 0 4
O 3.7709 1.9524 -0.6480
C 3.1021 2.0730 -1.6777
C 2.1978 3.2311 -1.9725
C 1.4280 3.8267 -0.9570
H 1.1372 3.2181 -0.0882
C 1.0596 5.1693 -1.0644
H 0.5559 5.6500 -0.2259
C 1.3561 5.8918 -2.2322
H 1.1552 6.9677 -2.2610
C 1.7807 5.1718 -3.3638
H 1.8435 5.7159 -4.2996
C 2.1432 3.8213 -3.2381
H 2.4157 3.2269 -4.1225
H 3.0098 1.2598 -2.4510
C 0.0219 -0.7141 -3.4660
C -0.9433 -0.0161 -2.5238
H -0.0674 -0.4251 -4.5306
H -0.0838 -1.8035 -3.3534
H 1.0592 -0.4210 -3.2091
C -1.4214 1.2113 -2.8946
C -2.3374 1.4837 -4.0579
H -1.0396 2.1085 -2.3689
H -2.0354 2.3548 -4.6690
H -3.3211 1.7146 -3.6298
H -2.4234 0.5840 -4.6852
Cr -0.6334 -0.4355 -0.5734
Cl -1.2437 1.6456 0.0393
Cl -2.4676 -1.3944 -1.5282
C -2.4587 -1.1841 1.5377
O -1.2589 -1.4522 1.2259
N -3.2488 -1.9766 2.2671
C -2.8086 -3.2924 2.7159
C -4.6625 -1.6657 2.4648
H -2.9006 -0.2393 1.1812
H -1.7411 -3.3895 2.4990
H -3.3737 -4.0831 2.2026
H -2.9916 -3.4206 3.7908
H -4.8641 -0.6483 2.1063
H -4.9568 -1.7315 3.5212
H -5.3113 -2.3692 1.9210
H 1.9046 -5.1168 -0.8460
H 4.2834 -3.8931 -0.4326
C 1.7973 -4.3429 -1.6163
C 3.9293 -3.1339 -1.1476
N 2.4725 -3.1211 -1.1942
H 0.7375 -4.1432 -1.7857
C 1.7862 -2.0321 -0.8581
O 0.5233 -2.0009 -0.9204
H 4.2728 -2.1420 -0.8318
H 2.3694 -1.1604 -0.5255
H 2.2651 -4.7068 -2.5382
H 4.3376 -3.3654 -2.1436
C 0.9488 0.1323 2.4851
O 1.2638 0.0677 1.0734
H 1.8579 0.2872 3.0999
H 0.5033 -0.8285 2.7621
H 0.2076 0.9313 2.6653
H 1.6869 0.9011 0.8177
*
```



# 2
Formula: C18H31Cl2F15N2O14S2
Source: the OMol25 dataset
Level of theory: ωB97M-V with the def2-TZVPD basis set

Computed properties:
frontier orbital gap: 5.109 eV
E_HOMO: -0.03969 hartree

Structure (ORCA input):
```
! wB97M-V def2-TZVPD RIJCOSX def2/J DEFGRID3
* xyz -2 1
N -12.2538 -20.8844 -7.8208
H -11.9567 -20.2414 -7.0722
H -13.2030 -20.6410 -8.1955
H -12.0075 -21.8348 -7.5742
H -11.6957 -20.7469 -8.6953
N -9.3117 -19.3133 -10.3253
H -10.2455 -19.7608 -10.5211
H -9.1799 -19.3946 -9.3161
H -9.3146 -18.3699 -10.6923
H -8.7216 -20.0217 -10.7995
C -6.0116 -23.2680 -11.3257
F -5.2369 -23.3794 -10.2394
F -5.5317 -22.3949 -12.1983
F -6.0144 -24.5194 -11.8204
S -7.8059 -22.8023 -10.9129
O -8.7189 -23.6151 -11.7100
O -7.9380 -23.0363 -9.4875
O -7.9689 -21.4000 -11.3069
C -8.7167 -17.8342 -5.9555
F -8.9761 -17.2853 -4.7696
F -9.2857 -17.0366 -6.8592
F -7.3846 -17.8569 -6.1188
S -9.5152 -19.5331 -6.2515
O -10.9127 -19.3589 -5.9200
O -9.4175 -19.7995 -7.6771
O -8.8108 -20.5989 -5.5372
O -14.6364 -20.3542 -8.9690
C -14.0950 -19.7211 -10.0982
C -12.9829 -20.4137 -10.9425
O -11.7177 -20.8088 -10.4468
H -13.7252 -18.7393 -9.7505
H -14.9364 -19.6882 -10.8102
H -12.8952 -19.8697 -11.9048
H -13.4382 -21.3680 -11.2683
C -4.9495 -19.5967 -3.6862
C -5.0258 -20.5239 -4.9171
O -5.1099 -19.7606 -6.0965
C -5.3725 -20.4444 -7.2569
O -5.6681 -21.5836 -7.3789
C -5.4996 -19.4779 -8.4608
F -6.7640 -19.2335 -8.7351
F -4.9496 -18.2804 -8.1437
F -4.8774 -20.0612 -9.4759
H -5.7975 -18.9216 -3.6059
H -4.0021 -19.0562 -3.6584
H -4.8427 -20.2325 -2.8046
H -5.7562 -21.3356 -4.9205
H -4.0743 -21.0626 -5.0229
C -6.6086 -19.0964 -13.7079
C -5.5187 -19.2272 -12.6514
O -5.1874 -17.9077 -12.2414
C -5.9317 -17.2791 -11.3666
O -7.0388 -17.6327 -11.0510
C -5.3296 -15.9797 -10.8613
F -5.4224 -15.8561 -9.5414
F -4.0286 -15.8807 -11.1646
F -6.0147 -14.9638 -11.4153
H -7.4515 -18.4665 -13.4293
H -7.0505 -20.0151 -14.0921
H -6.1502 -18.6032 -14.5715
H -4.6492 -19.7165 -13.0844
H -5.8999 -19.8579 -11.8474
C -13.2659 -17.1064 -13.8836
C -11.9977 -16.8454 -13.0084
O -12.4096 -16.2962 -11.7513
C -11.4685 -16.3521 -10.8017
O -10.4045 -16.9061 -10.8761
C -11.9279 -15.6735 -9.5371
F -11.9723 -14.3318 -9.8452
F -13.1797 -16.0143 -9.2774
F -11.1403 -15.8797 -8.5066
H -13.0688 -17.9152 -14.5852
H -13.4650 -16.1917 -14.4423
H -14.1232 -17.3636 -13.2642
H -11.4753 -16.0406 -13.5259
H -11.4554 -17.7775 -12.8752
Cl -10.4643 -22.7602 -16.1519
C -9.6399 -22.6726 -14.5444
C -10.3371 -21.5589 -13.7656
Cl -10.2152 -19.9463 -14.5527
H -8.6151 -22.3650 -14.7348
H -9.7002 -23.5861 -13.9600
H -9.8519 -21.4597 -12.7934
H -11.3792 -21.6869 -13.4799
*
```



# 3
Formula: C18H31Cl2IN3O2
Source: the OMol25 dataset
Level of theory: ωB97M-V with the def2-TZVPD basis set

Computed properties:
frontier orbital gap: 7.526 eV
E_HOMO: -0.43281 hartree
energy above the lowest of the compared OMol25 structures with the same formula, charge and spin: 0.0 kJ/mol

Structure (ORCA input):
```
! wB97M-V def2-TZVPD RIJCOSX def2/J DEFGRID3
* xyz 1 1
C -1.8047 3.1501 -7.3254
C -0.6057 2.8804 -6.9248
C -0.1962 1.5636 -6.3594
O -0.0457 0.6316 -7.0478
O -0.0356 1.4887 -5.0091
C 1.0341 0.6125 -4.6229
C 0.5579 -0.8105 -4.3130
C -0.4017 -0.8560 -3.1087
C 0.3412 -1.1318 -1.7883
C -0.7043 -1.4366 -0.6622
C 0.0225 -2.1827 0.4930
C -0.2597 -1.7177 1.9649
C -0.7227 -0.3119 2.2839
C -2.1367 0.1777 1.9337
C -2.9030 0.8851 3.0985
C -2.9791 2.4088 2.8852
I -1.1661 3.4364 3.3975
N 0.4596 0.5890 2.1052
Cl 0.5484 1.4894 0.6292
C 1.5022 -0.3143 2.1528
N 2.7293 -0.0725 1.8135
N 1.1326 -1.5778 2.5533
C 1.2775 -1.8994 3.9669
Cl 1.3582 -3.6968 4.1452
C 2.5233 -1.3009 4.6380
C 2.2595 0.0860 5.3066
H -2.5809 2.4029 -7.1942
H -2.0551 4.1113 -7.7467
H 0.1624 3.6456 -6.9891
H 1.4532 1.0112 -3.6901
H 1.8493 0.6147 -5.3469
H 0.1064 -1.2331 -5.2108
H 1.4620 -1.3981 -4.1078
H -1.1437 -1.6455 -3.2596
H -0.9226 0.1053 -3.0479
H 0.8198 -0.1860 -1.5043
H 1.0977 -1.9163 -1.8598
H -1.4287 -2.1037 -1.1300
H -1.1325 -0.4729 -0.3958
H 1.0940 -2.1988 0.2913
H -0.2870 -3.2294 0.4377
H -0.8048 -2.5279 2.4424
H -0.7712 -0.3354 3.3840
H -2.7220 -0.6714 1.5744
H -2.1172 0.8852 1.0988
H -2.4882 0.6531 4.0794
H -3.9423 0.5544 3.0171
H -3.7667 2.7847 3.5384
H -3.2851 2.6597 1.8709
H 3.1647 0.8430 1.8370
H 3.2865 -0.8226 1.4234
H 0.4144 -1.5841 4.5595
H 2.8383 -1.9805 5.4265
H 3.3481 -1.2782 3.9239
H 2.4614 0.0534 6.3732
H 2.9012 0.8373 4.8436
H 1.2035 0.3318 5.1559
*
```



# 4
Formula: C18H31ClN2O5S
Source: the OMol25 dataset
Level of theory: ωB97M-V with the def2-TZVPD basis set

Computed properties:
frontier orbital gap: 8.185 eV
E_HOMO: -0.32150 hartree
energy above the lowest of the compared OMol25 structures with the same formula, charge and spin: 235.7 kJ/mol

Structure (ORCA input):
```
! wB97M-V def2-TZVPD RIJCOSX def2/J DEFGRID3
* xyz 0 1
N 1.2196 -1.3822 4.5953
C -0.1294 -0.8983 4.9969
C -1.1803 -0.9679 3.8205
O -1.4350 0.2786 3.1693
C -0.5565 0.4541 2.0200
C -1.1367 -0.3942 0.8224
C -2.7121 -0.4959 0.8256
C -3.1552 -1.2470 -0.5002
C -4.0396 -0.3898 -1.4898
S -3.5145 1.3497 -1.6724
O -3.9755 1.7763 -2.9955
O -2.0674 1.5222 -1.6224
Cl -4.5014 2.5499 -0.3046
C -0.6753 1.9619 1.6208
C 0.4352 2.4864 0.6226
C 1.6881 1.5658 0.4741
O 2.4517 1.5161 1.4140
N 1.9746 0.8193 -0.7668
C 2.3214 -0.5668 -0.4926
C 3.5662 -1.0043 0.1388
C 3.8183 -2.4101 0.4063
C 2.8356 -3.4173 0.0459
C 1.6029 -3.0313 -0.6207
C 1.3808 -1.6201 -0.8718
H 1.7240 -0.6433 4.1063
H 1.1527 -2.2297 4.0354
H -0.4819 -1.6402 5.7739
H -0.0935 0.0886 5.5198
H -0.8695 -1.7897 3.1241
H -2.1569 -1.3016 4.2797
H 0.4563 0.1339 2.3630
H -0.7402 -0.0736 -0.1728
H -0.7706 -1.4511 0.9852
H -3.2243 0.4838 0.9865
H -3.0367 -1.1521 1.6798
H -3.7239 -2.1799 -0.2278
H -2.2343 -1.6042 -1.0367
H -3.9579 -0.8589 -2.5083
H -5.1067 -0.4955 -1.1719
H -1.6588 2.0637 1.0779
H -0.7700 2.6359 2.5129
H 0.0351 2.7005 -0.4073
H 0.7764 3.4861 1.0115
H 2.8144 1.2545 -1.1745
H 4.2985 -0.2110 0.3976
H 4.7712 -2.7307 0.8915
H 3.0293 -4.4935 0.2649
H 0.8054 -3.7462 -0.9221
H 0.4416 -1.2820 -1.3715
C 1.3445 1.8478 -5.7252
C 1.3979 1.6127 -4.2279
O 2.7262 1.7944 -3.7424
H 2.0178 1.1624 -6.2442
H 0.3318 1.7039 -6.1071
H 1.6706 2.8627 -5.9694
H 1.0929 0.5935 -3.9896
H 0.7324 2.3039 -3.7016
H 2.9907 2.6993 -3.9454
*
```



These records have E_tot values of -3079.72871, -5082.20280, -2236.96306, -2048.43916 Ha, in the order they appear.
These records have max |F| values of 4.83, 3.26, 3.17, 4.86 eV/A, in the order they appear.